1.
Formula: C16H37Cl2FInN5O5
Source: the Open Molecules 2025 dataset
Level of theory: ωB97M-V/def2-TZVPD

Computed properties:
total charge = +3
<S²> = 1.772
E_HOMO (spin up / spin down) = -0.6419 / -0.6372 hartree
spin multiplicity = 2
gap between HOMO and LUMO (spin up / spin down) = 4.279 / 3.914 eV
LUMO (spin up / spin down) = -13.19 / -13.42 eV
molar mass = 584.2 g mol⁻¹

Last column: Löwdin spin population.
Atoms and positions in Å:
In1 -0.072310 1.123592 -2.855994  -0.0321
F1 -0.148132 -0.133903 -0.145102  0.0001
C1 1.607551 -3.949813 -3.018030  -0.0978
C2 0.778609 -2.823904 -2.324834  -0.0845
O1 0.227409 -1.999046 -3.011215  -0.6238
N1 0.652696 -2.831474 -0.961006  -0.1035
C3 1.234393 -3.699403 0.026071  -0.0165
H1 1.606463 -3.878520 -4.105689  0.0011
H2 1.234277 -4.875912 -2.580860  -0.0094
H3 2.638735 -3.830413 -2.685607  -0.0058
H4 0.151220 -2.036002 -0.592432  -0.0021
H5 0.845972 -4.708124 -0.114380  -0.0025
H6 0.882538 -3.330658 0.989567  -0.0040
H7 2.318722 -3.680740 0.135546  -0.0046
C4 -5.094127 -0.221721 -2.724372  0.0835
C5 -3.837169 -0.708410 -2.083363  0.0973
O2 -2.782268 -0.118015 -2.298773  0.7335
N2 -3.927779 -1.816228 -1.319869  0.0494
C6 -2.746878 -2.430422 -0.701370  0.0058
H8 -5.130723 0.854669 -2.556587  -0.0014
H9 -5.958620 -0.621547 -2.194368  0.0133
H10 -5.096730 -0.531808 -3.769331  0.0006
H11 -4.781163 -2.340292 -1.188734  0.0016
H12 -2.059723 -3.015492 -1.312617  -0.0004
H13 -3.196814 -3.080935 0.048635  0.0007
H14 -2.172796 -1.670261 -0.171565  0.0039
C7 -1.496412 4.464633 0.800267  0.0002
C8 -2.037121 3.143323 0.253971  0.0002
O3 -1.567514 2.573046 -0.765084  0.0016
N3 -3.068998 2.594458 0.983662  0.0021
C9 -3.598904 1.269250 0.748091  0.0002
H15 -1.112028 4.343609 1.813039  0.0001
H16 -2.222966 5.275618 0.850546  0.0000
H17 -0.684494 4.815450 0.163232  -0.0001
H18 -3.388261 3.090669 1.803389  0.0000
H19 -4.475531 1.151638 0.111069  0.0000
H20 -3.802290 0.885896 1.747981  0.0000
H21 -2.813941 0.614815 0.369068  0.0000
C10 4.839959 0.006649 -0.918105  0.0030
C11 3.333803 -0.124496 -0.771916  0.0028
O4 2.673884 0.186582 -1.750314  0.0647
N4 2.797447 -0.576796 0.286203  0.0122
C12 3.370306 -1.077676 1.500637  0.0017
H22 5.240858 -0.233617 -1.902811  -0.0001
H23 5.400423 -0.594405 -0.202072  0.0005
H24 5.077304 1.053726 -0.729982  0.0000
H25 1.788825 -0.596562 0.335169  -0.0001
H26 4.397395 -0.740310 1.639796  0.0002
H27 3.401513 -2.167005 1.522748  0.0011
H28 2.846191 -0.641562 2.351052  0.0002
C13 2.562176 4.082076 0.903710  0.0457
C14 1.792499 2.918789 0.393810  0.0563
O5 1.652539 2.767036 -0.808675  0.6233
N5 1.266939 2.078230 1.259454  0.1419
C15 1.840045 2.021464 2.615756  0.0173
H29 2.951596 4.679508 0.079382  0.0000
H30 3.358319 3.741074 1.565508  0.0038
H31 1.967393 4.782240 1.490320  0.0032
H32 0.775626 1.272556 0.899453  0.0016
H33 1.707704 2.908112 3.235782  0.0036
H34 2.900019 1.768254 2.594659  0.0075
H35 1.385351 1.184290 3.145371  0.0022
C16 -1.213697 -1.244068 2.627683  0.0002
Cl1 0.094026 -1.591794 3.803397  0.0001
Cl2 -2.751033 -1.612997 3.443947  0.0001
H36 -1.222389 -0.215860 2.266027  0.0000
H37 -1.139914 -1.901062 1.761060  0.0001

Cartesian forces (eV/Å) of the 2 atoms listed first:
0.40 0.12 1.01
0.31 -0.34 -0.26

---

2.
Formula: C21H19BrF2N3OPd
Source: the Open Molecules 2025 dataset
Level of theory: ωB97M-V/def2-TZVPD

Computed properties:
total charge = +1
energy relative to the best compared isomer or geometry (same formula, charge and spin) = 21.6 kJ/mol
<S²> = 2.005
E_HOMO (spin up / spin down) = -0.3838 / -0.4116 hartree
spin multiplicity = 3
gap between HOMO and LUMO (spin up / spin down) = 8.006 / 7.024 eV
LUMO (spin up / spin down) = -2.44 / -4.18 eV
molar mass = 553.7 g mol⁻¹

Last column: Löwdin spin population.
Atoms and positions in Å:
Pd1 0.131156 -0.000722 -0.067198  1.3391
F1 -1.099811 0.713627 5.163293  0.0031
C1 -0.516259 -0.054300 4.234569  0.0073
C2 -0.542717 0.353694 2.912067  0.0414
C3 0.054361 -0.445476 1.956827  0.2125
C4 0.691436 -1.645752 2.306438  0.0325
C5 0.677351 -1.995838 3.654293  0.0057
F2 1.264012 -3.136334 4.068416  0.0034
C6 0.085148 -1.227319 4.634921  -0.0028
C7 1.328240 -2.449450 1.232014  0.0118
C8 2.004955 -3.657243 1.404317  0.0030
C9 2.555338 -4.295865 0.308831  -0.0030
C10 2.437171 -3.734756 -0.953767  0.0044
C11 1.759267 -2.540033 -1.056473  0.0111
N1 1.222532 -1.922919 -0.003390  0.1215
H1 -1.037898 1.286065 2.669199  0.0060
H2 0.094591 -1.540182 5.668780  -0.0002
H3 2.096207 -4.091302 2.384418  0.0008
H4 3.076030 -5.234988 0.443881  -0.0002
H5 2.854046 -4.206411 -1.832018  0.0008
H6 1.633479 -2.047019 -2.012478  0.0016
O1 -1.384718 3.093927 -5.464334  0.0004
C12 -1.026665 2.277441 -4.465359  0.0008
C13 -0.300133 1.101937 -4.646033  0.0002
C14 0.005665 0.342655 -3.539125  0.0017
N2 -0.355009 0.674218 -2.292237  0.0132
C15 -1.042993 1.801265 -2.167452  0.0049
Br1 -1.497218 2.199726 -0.373649  0.0833
C16 -1.416847 2.647089 -3.180537  0.0021
H7 -1.085779 2.754586 -6.314744  0.0000
H8 0.015936 0.779937 -5.629264  0.0000
H9 0.554980 -0.582788 -3.650475  0.0000
H10 -1.982503 3.549918 -3.007195  0.0013
C17 5.286645 2.116550 0.009794  -0.0002
C18 4.088704 2.354906 0.937289  0.0008
C19 3.782704 3.852678 1.061696  -0.0005
C20 4.327017 1.725899 2.316352  0.0007
C21 2.899128 1.685013 0.360904  0.0123
N3 1.967173 1.148536 -0.031659  0.0793
H11 6.159678 2.605693 0.442594  -0.0001
H12 5.112274 2.537527 -0.980312  0.0000
H13 5.503139 1.052963 -0.091076  0.0000
H14 4.653359 4.347590 1.492747  -0.0001
H15 2.928557 4.028607 1.715649  0.0000
H16 3.580314 4.299258 0.088259  0.0000
H17 5.197739 2.203930 2.766357  0.0002
H18 4.523328 0.656516 2.236220  0.0000
H19 3.470931 1.876037 2.974449  0.0000

Cartesian forces (eV/Å) of the 2 atoms listed first:
0.21 -0.43 -0.09
0.01 0.00 0.00

---

3.
Formula: C6H5AsF14NaO4
Source: the Open Molecules 2025 dataset
Level of theory: ωB97M-V/def2-TZVPD

Computed properties:
total charge = -1
energy relative to the best compared isomer or geometry (same formula, charge and spin) = 267.4 kJ/mol
E_HOMO = -0.1876 hartree
gap between HOMO and LUMO = 5.038 eV
LUMO = -0.07 eV
molar mass = 505.0 g mol⁻¹

Last column: Mulliken charge in e.
Atoms and positions in Å:
Na1 1.345343 -0.981173 2.746732  0.9718
As1 3.923613 0.375187 -2.537038  1.9961
F1 5.268733 1.420867 -2.026128  -0.4772
F2 5.083173 -1.029173 -2.308038  -0.5105
F3 2.634693 -0.717183 -3.042068  -0.4652
F4 2.885263 1.874167 -2.747848  -0.5183
F5 4.431803 0.450887 -4.298738  -0.5177
F6 3.284543 0.214747 -0.872868  -0.5017
O1 2.279923 -6.852883 2.680432  -0.4797
C1 2.008433 -5.539633 2.710412  0.7276
O2 1.960903 -5.081933 3.849782  -0.7857
O3 1.795943 -4.889723 1.654012  -0.7432
H1 2.479433 -6.762063 3.615062  0.3038
C2 -2.369467 1.251107 -0.304488  -1.0629
C3 -2.398587 -0.262053 -0.043708  0.9806
C4 -3.792627 -0.878633 -0.294018  0.1139
F7 -4.759177 -0.146333 0.337932  -0.2682
F8 -4.142317 -1.052103 -1.565538  -0.2523
F9 -1.490117 -0.797103 -0.824238  -0.2762
F10 -2.032027 -0.468473 1.254902  -0.3116
O4 -1.073567 1.729927 0.082982  -0.3299
C5 -1.017017 2.967387 0.793462  0.7583
C6 -1.249747 4.242007 -0.101618  0.2429
F11 -2.455727 4.136007 -0.635408  -0.2431
F12 -1.056967 5.380797 0.571132  -0.2432
F13 -1.742847 2.894677 1.909132  -0.2961
F14 0.210883 3.018177 1.256572  -0.2780
H2 -3.145527 1.753437 0.273012  0.5309
H3 -2.565077 1.457367 -1.356768  0.3943
H4 -3.772977 -1.878733 0.139032  0.2633
H5 -0.528907 4.170457 -0.916078  0.2770

Cartesian forces (eV/Å) of the 2 atoms listed first:
0.17 -0.67 -0.45
0.80 -0.34 -1.14